Entry 1:
Molecular formula: C4H5ClO
Method: DFT, the ωB97M-V functional and the def2-TZVPD basis

Calculated values
HOMO energy in Eh: -0.38864
Relative energy (zero: lowest compared OMol25 entry of this formula, charge and spin) in eV: 2.370
Frontier orbital gap in eV: 11.37
Structure (SMILES): CC(=O)Cl.C#C

Atoms and positions in Å:
Cl: -1.252 -1.926 0.595
O: -1.564 -0.745 -1.539
C: 1.859 -0.283 0.464
C: 2.890 -0.091 -0.220
C: -1.385 -0.490 -0.410
C: -1.372 0.818 0.089
H: -1.534 0.753 1.105
H: -2.124 1.340 -0.435
H: 3.857 -0.303 -0.668
H: 0.949 -0.171 0.936
H: -0.324 1.097 0.084

Results of the natural (NBO) charge analysis, in e, for atoms 1 through 6:
1. Cl -0.08
2. O -0.49
3. C -0.24
4. C -0.22
5. C 0.55
6. C -0.74

Entry 2:
Molecular formula: C4H5ClO2P
Method: DFT, the ωB97M-V functional and the def2-TZVPD basis

Calculated values
Net charge: -1
HOMO energy (spin up / spin down) in Eh: -0.11408 / -0.11414
Relative energy (zero: lowest compared OMol25 entry of this formula, charge and spin) in eV: 7.264
Frontier orbital gap (spin up / spin down) in eV: 6.17 / 6.10

Atoms and positions in Å:
Cl: -1.483 -1.934 0.403
P: 1.982 -0.890 -0.051
O: 2.821 -0.888 -1.313
O: 1.539 0.624 0.391
C: -0.642 -0.569 0.908
C: 0.405 -0.203 -0.049
C: -1.124 0.129 1.984
C: -0.995 1.478 -2.401
H: -0.627 1.122 2.292
H: -1.797 0.764 -2.302
H: -0.727 1.737 -3.481
H: 2.681 -1.186 1.124
H: -2.034 -0.182 2.495

Results of the natural (NBO) charge analysis, in e, for atoms 1 through 6:
1. Cl -0.02
2. P 1.71
3. O -1.09
4. O -0.81
5. C -0.11
6. C -0.32

Entry 3:
Molecular formula: C4H5ClOS
Method: DFT, the ωB97M-V functional and the def2-TZVPD basis

Calculated values
HOMO energy in Eh: -0.32985
Relative energy (zero: lowest compared OMol25 entry of this formula, charge and spin) in eV: 1.187
Frontier orbital gap in eV: 8.26
Structure (SMILES): O[C@H]1C[C@H](Cl)C1=S

Atoms and positions in Å:
Cl: -0.324 2.116 -0.731
S: 0.168 -1.252 -1.667
O: 0.592 -1.770 1.827
C: 0.044 -0.527 -0.257
C: -0.270 0.498 1.599
C: 0.380 0.823 0.233
C: -0.377 -0.954 1.145
H: 0.331 0.733 2.492
H: -1.379 -1.389 1.080
H: -1.207 1.010 1.619
H: 1.471 0.957 0.338
H: 0.207 -2.136 2.642

Results of the natural (NBO) charge analysis, in e, for atoms 1 through 6:
1. Cl -0.02
2. S 0.17
3. O -0.71
4. C -0.11
5. C -0.43
6. C -0.29

Entry 4:
Molecular formula: C4H5ClOSi
Method: DFT, the ωB97M-V functional and the def2-TZVPD basis

Calculated values
HOMO energy (spin up / spin down) in Eh: -0.34441 / -0.27169
Relative energy (zero: lowest compared OMol25 entry of this formula, charge and spin) in eV: 5.056
Frontier orbital gap (spin up / spin down) in eV: 8.20 / 6.88

Atoms and positions in Å:
Cl: -3.646 -2.608 0.673
Si: -0.659 0.968 0.687
O: 1.242 2.034 -0.876
C: -1.837 -0.419 0.684
C: 0.760 0.960 -0.569
C: 1.221 -0.358 -1.129
C: -2.622 -1.347 0.692
H: 1.725 -0.207 -2.080
H: 0.386 -1.046 -1.235
H: 1.937 -0.787 -0.430
H: 2.488 0.629 2.185
H: -0.996 2.180 1.398

Results of the natural (NBO) charge analysis, in e, for atoms 1 through 6:
1. Cl 0.16
2. Si 0.95
3. O -0.54
4. C -0.55
5. C 0.20
6. C -0.72

Entry 5:
Molecular formula: C4H5ClS2
Method: DFT, the ωB97M-V functional and the def2-TZVPD basis

Calculated values
HOMO energy in Eh: -0.31780
Relative energy (zero: lowest compared OMol25 entry of this formula, charge and spin) in eV: 0.946
Frontier orbital gap in eV: 8.25
Structure (SMILES): C/C(=C/Cl)C(=S)S

Atoms and positions in Å:
Cl: 2.078 -1.485 -0.876
S: -1.642 -0.927 -1.693
S: -0.724 -1.945 1.030
C: 1.469 -0.076 -0.228
C: -0.785 -0.855 -0.310
C: -0.273 1.628 0.320
C: 0.218 0.246 -0.155
H: -0.551 2.241 -0.578
H: -1.130 1.489 1.038
H: -1.351 -3.050 0.437
H: 0.576 2.038 0.879
H: 2.116 0.697 0.137

Results of the natural (NBO) charge analysis, in e, for atoms 1 through 6:
1. Cl 0.06
2. S 0.05
3. S 0.12
4. C -0.24
5. C -0.32
6. C -0.62

Entry 6:
Molecular formula: C4H5ClS2
Method: DFT, the ωB97M-V functional and the def2-TZVPD basis

Calculated values
HOMO energy in Eh: -0.31295
Relative energy (zero: lowest compared OMol25 entry of this formula, charge and spin) in eV: 0.497
Frontier orbital gap in eV: 9.10
Structure (SMILES): Sc1cccs1.Cl

Atoms and positions in Å:
Cl: -1.439 -0.742 -2.275
S: -2.136 1.188 0.977
S: -0.407 -1.069 1.602
C: 1.104 -1.357 0.815
C: 0.397 0.659 -0.136
C: 1.363 -0.379 -0.098
C: -0.612 0.423 0.784
H: -0.631 -0.047 -1.492
H: -1.793 2.162 0.170
H: 2.140 -0.330 -0.831
H: 0.323 1.599 -0.536
H: 1.692 -2.107 1.019

Results of the natural (NBO) charge analysis, in e, for atoms 1 through 6:
1. Cl -0.33
2. S 0.12
3. S 0.47
4. C -0.39
5. C -0.39
6. C -0.21

Entry 7:
Molecular formula: C4H5CsMgO5
Method: DFT, the ωB97M-V functional and the def2-TZVPD basis

Calculated values
Net charge: +3
HOMO energy (spin up / spin down) in Eh: -0.55244 / -0.74131
Relative energy (zero: lowest compared OMol25 entry of this formula, charge and spin) in eV: 0.000
2S+1: 2
Frontier orbital gap (spin up / spin down) in eV: 1.73 / 9.31

Atoms and positions in Å:
Cs: -2.912 -6.463 -2.891
Mg: 0.680 0.057 -3.295
O: -1.394 -0.083 -0.576
O: -0.502 -1.082 -2.344
O: -2.001 4.879 1.669
O: -2.223 7.092 1.861
O: -1.885 -2.254 -1.044
C: -1.933 5.903 2.281
C: -1.386 1.053 1.488
C: -1.293 -0.162 0.695
C: -1.266 -1.274 -1.391
H: -0.909 -1.097 1.115
H: -2.467 1.315 1.310
H: -2.013 7.772 2.520
H: -0.522 1.668 1.176
H: -1.222 0.830 2.549

Results of the natural (NBO) charge analysis, in e, for atoms 1 through 6:
1. Cs 1.00
2. Mg 1.32
3. O -0.43
4. O -0.94
5. O -0.33
6. O -0.54

Entry 8:
Molecular formula: C4H5CuMgO3
Method: DFT, the ωB97M-V functional and the def2-TZVPD basis

Calculated values
HOMO energy in Eh: -0.19968
Frontier orbital gap in eV: 3.54

Atoms and positions in Å:
Cu: -1.153 2.654 -0.263
Mg: 0.994 -3.078 -0.873
O: -1.892 0.816 -0.606
O: 0.524 1.068 0.055
O: 0.830 -1.125 0.246
C: 1.945 1.276 0.060
C: -2.072 -1.414 0.300
C: 0.067 -0.186 0.077
C: -1.436 -0.333 -0.209
H: -3.159 -1.408 0.392
H: 2.398 0.776 -0.802
H: -1.503 -2.281 0.631
H: 2.089 2.358 0.002
H: 2.367 0.877 0.989

Results of the natural (NBO) charge analysis, in e, for atoms 1 through 6:
1. Cu 0.91
2. Mg 0.03
3. O -0.92
4. O -0.57
5. O -0.73
6. C -0.26